# C4H12N2

One molecule with the formula C4H12N2 (ωB97M-V/def2-TZVPD, the OMol25 dataset).

Each line ends with the Löwdin charge.
CARTESIAN COORDINATES (ANGSTROEM)
H 0.027 -2.063 0.402  0.06
H -0.373 0.536 1.450  0.13
H -2.830 -0.239 -0.225  0.08
H -2.791 0.321 1.388  0.08
H -2.248 1.385 0.103  0.07
C -2.219 0.367 0.455  -0.08
H -1.580 -2.108 0.973  0.07
C -0.654 -1.545 1.075  -0.06
C -0.787 -0.072 0.645  -0.47
H 2.182 0.287 -2.200  0.05
C 1.457 0.276 -0.275  -0.35
H -0.297 -1.645 2.088  0.07
H -0.264 -0.084 -1.370  0.12
H 1.808 -0.714 0.015  0.10
N 2.271 0.816 -1.347  0.01
H 1.689 0.906 0.595  0.12
N 0.036 0.310 -0.490  -0.06
H 1.900 1.733 -1.573  0.07

Summary:
**Kohn-Sham gap**: 0.3588 hartree
**SMILES**: CC(C)NCN
**F_max**: 0.018 Eh/bohr
**LUMO**: 1.135 eV
**Relative energy (zero: lowest compared OMol25 entry of this formula, charge and spin)**: 50.5 kJ/mol

# C5H15N3

One molecule with the formula C5H15N3 in a non-equilibrium geometry (ωB97M-V/def2-TZVPD, the OMol25 dataset).

Each line ends with the Löwdin charge.
CARTESIAN COORDINATES (ANGSTROEM)
H -1.792 1.344 -1.544  0.12
H 0.352 2.847 -0.767  0.07
C 1.662 -0.724 0.076  -0.22
H -1.261 -0.663 0.256  0.10
N 1.942 -3.244 -0.084  -0.01
C -0.691 0.079 -0.305  -0.19
H 2.840 -3.368 0.356  0.06
H 0.152 -2.309 0.064  0.09
C -0.668 2.720 -0.367  -0.10
H -1.186 3.496 -0.926  0.07
H 2.305 -0.558 0.967  0.11
H -2.521 1.032 1.217  0.06
H -2.901 2.494 0.314  0.06
H 2.006 -3.350 -1.081  0.06
H -0.531 -0.349 -1.309  0.12
H 2.254 -0.636 -0.816  0.10
H 1.161 -2.160 1.541  0.11
C -1.431 1.415 -0.492  -0.43
N -2.674 1.510 0.343  0.02
H 0.484 0.315 1.282  0.10
C 1.168 -2.146 0.448  -0.30
H -0.589 3.034 0.680  0.08
N 0.660 0.357 0.279  -0.07

Summary:
**Kohn-Sham gap**: 0.3484 hartree
**SMILES**: C[C@H](N)CNCCN
**F_max**: 0.056 Eh/bohr
**LUMO**: 0.959 eV
**Relative energy (zero: lowest compared OMol25 entry of this formula, charge and spin)**: 189.8 kJ/mol

# C5H9N2

An isolated ion of composition C5H9N2 and charge +1 in a non-equilibrium geometry (ωB97M-V/def2-TZVPD, the OMol25 dataset).

Each line ends with the Löwdin charge.
CARTESIAN COORDINATES (ANGSTROEM)
H 2.071 -2.018 0.616  0.13
H -1.853 -0.886 0.495  0.13
H -0.205 1.060 1.615  0.17
H 0.645 1.510 -1.051  0.07
H -1.128 -2.181 -0.387  0.08
C 0.459 0.731 0.825  -0.27
N 2.563 0.094 0.543  0.15
N 1.840 0.951 0.923  0.00
H 0.582 2.715 0.251  0.07
H -0.913 1.963 -0.425  0.12
C 0.189 1.910 -0.220  0.06
C -0.973 -1.158 -0.141  0.01
H -1.112 -0.952 -1.251  0.16
C 1.648 -1.264 0.018  0.03
C 0.371 -0.688 0.335  -0.06
H 1.542 -1.538 -1.043  0.16

Summary:
**Kohn-Sham gap (alpha / beta)**: 0.2723 / 0.2723 hartree
**Total charge**: +1
**F_max**: 0.108 Eh/bohr
**LUMO (alpha / beta)**: -6.817 / -6.817 eV
**Relative energy (zero: lowest compared OMol25 entry of this formula, charge and spin)**: 613.9 kJ/mol

# C45H105N3O9

A 9-piece molecular cluster, C45H105N3O9 overall in a non-equilibrium geometry (ωB97M-V/def2-TZVPD, the OMol25 dataset).

Each line ends with the Löwdin charge.
CARTESIAN COORDINATES (ANGSTROEM)
C -11.995 23.266 10.245  -0.02
C -17.812 22.476 9.629  -0.06
H -8.222 15.810 7.635  0.08
C -10.029 29.213 10.629  -0.12
C -15.642 22.992 15.927  -0.05
C -11.125 28.211 10.851  -0.49
C -11.713 20.664 12.357  -0.45
C -18.834 22.981 15.155  -0.03
H -10.051 26.973 9.532  0.08
H -13.442 22.054 13.067  0.07
H -10.536 18.779 12.483  0.07
C -10.577 30.341 12.906  -0.14
O -12.148 20.166 9.960  -0.01
H -15.593 20.824 18.617  0.08
H -6.366 20.953 11.454  0.07
H -4.412 24.974 10.994  0.06
O -10.997 18.695 4.972  -0.06
H -11.804 18.912 13.769  0.08
H -10.591 23.326 16.232  0.06
C -8.365 16.825 8.006  -0.04
C -13.113 29.964 13.118  0.00
H -12.666 21.363 6.191  0.08
H -6.779 24.165 10.199  0.11
O -18.024 22.527 18.186  -0.03
H -16.743 19.308 14.266  0.11
H -8.910 22.174 11.411  0.10
C -18.776 21.677 15.978  -0.46
C -8.332 18.385 9.998  -0.05
H -18.913 23.930 15.684  0.09
H -13.883 21.016 11.799  0.06
H -11.239 23.508 12.945  0.10
C -11.278 28.764 14.572  -0.06
H -7.511 18.735 10.623  0.07
H -7.909 17.592 7.379  0.09
H -11.363 26.078 10.190  0.06
H -8.025 25.373 11.990  0.05
H -12.701 22.873 9.514  0.07
C -10.910 22.158 10.502  -0.43
C -10.583 26.789 10.466  -0.03
H -10.318 28.250 14.527  0.09
H -4.635 25.142 9.348  0.05
H -8.513 16.363 9.966  0.13
H -16.206 23.886 16.192  0.08
H -8.399 19.093 9.172  0.08
H -11.613 18.550 4.250  0.08
H -9.495 20.484 6.501  0.06
C -13.202 21.077 12.648  -0.02
H -4.157 22.829 9.310  0.06
H -10.262 21.823 5.695  0.08
N -17.667 21.787 17.082  -0.12
H -9.757 23.146 13.769  0.10
N -11.581 28.076 12.227  -0.15
C -6.571 25.222 10.367  -0.48
H -9.843 23.112 8.911  0.07
H -11.637 26.026 14.671  0.05
C -4.989 25.570 10.286  -0.04
H -13.487 30.191 12.120  0.07
H -17.915 23.096 14.580  0.06
H -10.997 31.164 10.850  0.10
C -15.288 21.639 17.961  -0.06
H -14.616 23.198 16.233  0.07
H -9.452 16.865 7.948  0.08
H -15.301 21.919 8.036  0.08
C -10.010 22.063 9.153  0.00
O -17.498 21.067 7.758  -0.04
C -12.357 20.325 6.315  -0.05
O -5.509 20.322 9.010  -0.04
H -10.346 21.536 8.259  0.04
H -2.914 21.736 9.938  0.08
H -15.224 22.507 18.617  0.08
H -12.244 18.505 12.276  0.08
H -9.617 29.905 13.185  0.11
H -9.942 20.804 13.595  0.12
C -10.822 21.370 13.292  -0.18
H -9.676 26.960 16.994  0.08
H -15.108 22.021 9.801  0.05
H -14.963 20.502 8.904  0.06
H -6.234 17.045 10.463  0.10
H -10.052 29.425 9.560  0.12
H -9.359 31.089 11.354  0.10
H -13.711 29.150 13.526  0.07
H -11.614 20.530 4.261  0.13
C -9.810 22.775 11.538  -0.10
H -10.686 26.721 18.268  0.07
C -15.870 20.524 15.775  -0.14
O -7.203 25.973 9.413  -0.03
C -11.519 19.168 12.749  -0.04
H -11.562 24.116 9.717  0.05
C -17.122 21.257 9.056  -0.51
H -20.027 20.544 17.335  0.08
H -15.630 22.863 14.845  0.07
H -11.214 29.569 15.304  0.09
H -18.667 19.574 15.730  0.10
C -20.084 21.445 16.724  -0.05
C -6.968 25.570 11.810  -0.06
H -8.154 26.015 9.533  0.06
H -17.440 23.354 9.101  0.08
N -11.327 20.867 10.917  -0.08
H -17.471 20.446 9.694  0.13
H -4.646 26.601 10.365  0.08
H -13.326 27.489 12.280  0.09
H -9.032 28.795 10.768  0.12
H -9.899 26.264 11.132  0.07
H -4.257 20.035 10.598  0.13
H -3.484 21.484 8.387  0.08
H -4.770 21.728 12.031  0.09
H -9.277 20.592 4.780  0.08
H -15.906 19.688 16.473  0.11
H -14.874 20.547 15.333  0.10
H -18.895 22.492 9.752  0.08
O -12.473 27.099 12.486  0.00
H -16.764 21.073 13.877  0.09
O -6.518 17.018 9.547  -0.02
H -6.618 26.552 12.128  0.09
H -5.816 22.567 11.018  0.04
H -11.964 27.985 14.904  0.05
C -10.409 22.802 12.966  -0.16
H -19.660 22.767 14.477  0.08
C -18.404 20.414 15.087  -0.10
C -7.890 17.079 9.431  -0.55
H -12.531 23.530 11.157  0.07
H -9.562 24.275 17.305  0.08
H -10.767 31.268 13.447  0.12
H -12.300 25.391 16.603  0.13
C -15.526 21.432 8.985  -0.03
C -11.218 25.390 16.473  -0.46
C -4.770 20.849 10.087  -0.50
C -10.594 24.096 17.003  -0.04
C -10.711 26.673 17.179  -0.06
H -6.027 19.558 9.276  0.04
C -11.692 29.260 13.171  -0.44
H -16.967 20.309 7.499  0.09
H -18.256 21.880 18.856  0.10
H -9.040 21.658 9.440  0.06
H -13.782 20.431 13.307  0.06
H -11.151 23.529 17.749  0.07
H -17.360 22.703 10.595  0.07
C -10.302 30.546 11.418  -0.17
H -12.005 28.276 8.903  0.09
H -13.031 30.816 13.793  0.08
H -14.262 21.387 17.693  0.08
H -6.503 24.798 12.423  0.07
C -11.311 20.090 5.212  -0.47
C -9.998 20.772 5.578  -0.07
C -5.483 21.550 11.225  -0.04
H -9.267 18.459 10.552  0.07
H -9.649 23.842 11.382  0.09
O -10.940 25.510 15.085  -0.06
H -13.231 27.846 10.199  0.07
H -11.436 27.444 16.917  0.05
H -20.982 21.273 16.131  0.09
H -12.156 20.071 7.356  0.06
C -16.179 21.789 16.693  -0.44
C -16.882 20.318 14.653  -0.17
C -3.843 21.787 9.370  -0.05
H -12.749 29.456 10.108  0.07
H -19.064 20.400 14.219  0.11
C -12.371 28.452 9.915  -0.01
H -20.176 22.374 17.286  0.08
H -13.166 19.688 5.956  0.07
H -11.558 19.482 9.634  0.08
H -11.315 21.435 14.262  0.12

Summary:
**Kohn-Sham gap**: 0.3067 hartree
**SMILES**: CC1(C)CCCC(C)(C)N1O.CC1(C)CCCC(C)(C)N1O.CC1(C)CCCC(C)(C)N1O.CC(C)O.CC(C)O.CC(C)O.CC(C)O.CC(C)O.CC(C)O
**F_max**: 0.097 Eh/bohr
**LUMO**: 0.333 eV
**Relative energy (zero: lowest compared OMol25 entry of this formula, charge and spin)**: 522.6 kJ/mol

# C28H37AsF6IrN4O6PS2

C28H37AsF6IrN4O6PS2 as an isolated structure (ωB97M-V/def2-TZVPD, the OMol25 dataset).

Each line ends with the Löwdin charge.
CARTESIAN COORDINATES (ANGSTROEM)
C 2.261 3.370 -2.590  0.00
H 1.771 -5.521 -4.525  0.09
H -4.307 -1.122 -0.420  0.12
O -0.941 1.609 0.159  -0.40
C 3.681 2.104 3.804  -0.02
C 3.598 1.557 -1.730  -0.30
C 3.979 -0.390 -4.266  -0.04
C 2.995 -1.507 -2.163  -0.32
C 2.928 0.707 1.484  -0.37
F -2.453 -1.078 4.721  0.19
N -1.542 -4.518 -1.189  0.16
C -2.713 -1.465 3.494  -0.66
C 1.966 1.360 2.307  -0.02
H 6.818 2.478 -1.746  0.09
C 4.648 1.461 3.027  -0.04
H 1.584 2.542 4.033  0.12
H 1.130 0.857 -3.556  0.10
H 3.205 -2.416 0.414  0.05
C 2.401 -2.647 -1.602  -0.31
O -3.337 1.709 -0.428  -0.28
C 4.294 0.776 1.893  -0.03
H 0.247 1.742 -2.307  0.08
H 1.498 -4.542 -2.011  0.11
H 4.739 0.066 -3.634  0.06
N -4.442 -0.550 -1.281  0.15
H 0.915 1.363 2.033  0.06
C 2.335 2.047 3.435  -0.03
C -3.247 -0.794 -2.154  -0.15
F -3.997 -1.266 3.217  0.16
H 2.657 -2.313 -5.433  0.13
C 1.306 -4.553 -4.714  -0.03
H -2.747 0.168 -2.240  0.10
F -1.393 3.302 2.263  0.17
S -1.636 -0.460 2.319  0.63
F -2.428 -2.750 3.355  0.16
C -2.572 2.867 1.858  -0.67
H -1.191 -3.506 -3.020  0.09
C -1.947 -3.524 -2.239  -0.16
C 6.049 2.054 -1.101  -0.08
H -2.904 -3.856 -2.636  0.12
H 2.816 5.786 -3.892  0.09
H -2.143 -4.350 -0.359  0.15
C 3.167 5.698 -2.864  -0.03
N 2.508 0.081 0.370  -0.27
C 4.528 3.769 -1.998  0.00
C 4.686 2.436 -1.618  -0.28
C 1.889 -3.491 -3.828  -0.26
C 1.160 1.186 -2.515  -0.07
F -3.229 3.845 1.270  0.18
H 5.053 0.245 1.333  0.08
H 6.227 0.980 -1.048  0.03
F -3.276 2.407 2.879  0.17
H -3.543 -1.121 -3.150  0.12
H 1.465 -2.656 0.383  0.05
H 5.376 4.438 -1.914  0.13
H -1.639 -5.484 -1.506  0.18
As 3.890 -0.225 -0.989  1.41
C 3.138 -1.419 -3.556  -0.27
N -2.635 0.080 1.216  -0.31
H 4.106 6.241 -2.778  0.08
P -2.131 -1.966 -1.280  0.45
O -0.710 -1.434 1.739  -0.39
C 2.544 -2.390 -4.357  0.00
H 1.152 0.239 -1.951  -0.01
C 2.373 2.034 -2.242  -0.27
C 2.405 -2.927 -0.122  -0.07
H 2.432 6.189 -2.225  0.09
O -0.787 -1.298 -1.245  -0.42
H 5.685 1.489 3.331  0.12
O -2.876 -2.448 -0.078  -0.33
H 1.314 3.733 -2.973  0.13
O -1.034 0.587 3.088  -0.26
H 6.207 2.468 -0.103  0.09
S -2.341 1.489 0.583  0.67
H 1.453 -4.315 -5.765  0.09
H 4.499 -0.872 -5.093  0.09
Ir 0.490 -0.174 0.117  1.30
C 3.329 4.260 -2.476  -0.24
H 2.558 -3.995 0.049  0.09
H 0.230 -4.663 -4.558  0.06
H 3.973 2.636 4.699  0.12
H 3.376 0.421 -4.680  0.09
C 1.867 -3.613 -2.444  -0.04
H -5.331 -0.778 -1.723  0.17
H -4.451 0.440 -1.009  0.11
H -0.568 -4.370 -0.905  0.15

Summary:
**Kohn-Sham gap (alpha / beta)**: 0.2910 / 0.2226 hartree
**Total charge**: +2
**F_max**: 0.014 Eh/bohr
**2S+1**: 5
**LUMO (alpha / beta)**: -5.046 / -7.176 eV
**Relative energy (zero: lowest compared OMol25 entry of this formula, charge and spin)**: 0.0 kJ/mol